Entry 1:
C46H33AsBrN2O3PPdS2 as an isolated structure, computed with the ωB97M-V functional and the def2-TZVPD basis.

Geometry as XYZ:
```
90
Properties=species:S:1:pos:R:3:forces:R:3
Pd -1.04134 -0.65532 0.02441 -0.0595 0.0693 0.0470
S -0.21978 -2.83236 0.28173 0.0004 -0.0285 -0.0054
C 0.50668 -2.96110 1.88665 -0.0079 0.0128 -0.0129
C 1.25040 -4.11014 2.18845 -0.0044 0.0106 -0.0023
C 1.81285 -4.28361 3.43874 0.0247 0.0236 0.0107
C 1.64857 -3.32653 4.43758 0.0182 -0.0254 -0.0188
C 0.91274 -2.18902 4.15924 -0.0089 -0.0045 -0.0042
C 0.36270 -2.00360 2.89417 0.0064 0.0158 0.0297
As -0.76673 -0.52651 2.42013 0.0031 -0.0613 0.0161
C -2.43528 -0.98403 3.30395 -0.0091 -0.0437 -0.0845
C -3.35886 -1.71800 2.56213 -0.0038 0.0100 0.0363
C -4.55939 -2.10917 3.13652 -0.0154 -0.0056 0.0082
C -4.84476 -1.76828 4.45189 0.0005 -0.0052 -0.0138
C -3.92089 -1.04896 5.19612 0.0192 0.0076 0.0082
C -2.71552 -0.66090 4.62595 0.0135 0.0265 0.0011
C -0.15128 0.99525 3.44474 -0.0521 0.0634 -0.0607
C -1.03358 2.05013 3.68446 -0.0028 -0.0231 -0.0030
C -0.58664 3.20578 4.30639 0.0263 -0.0020 0.0220
C 0.74170 3.31666 4.69954 -0.0191 0.0180 -0.0057
C 1.62102 2.27148 4.46281 0.0193 -0.0179 -0.0091
C 1.17825 1.11608 3.83060 0.0474 -0.0065 -0.0037
H 1.37996 -4.86386 1.42219 -0.0023 -0.0029 0.0016
H 2.39056 -5.17722 3.64060 -0.0044 -0.0020 0.0012
H 2.08793 -3.46997 5.41566 0.0016 -0.0001 0.0011
H 0.76111 -1.44067 4.92945 -0.0012 -0.0094 -0.0014
H -3.13251 -1.98777 1.53602 0.0027 0.0001 -0.0019
H -5.27133 -2.68133 2.55555 0.0005 0.0017 0.0004
H -5.78337 -2.07010 4.89871 0.0006 0.0020 0.0013
H -4.13464 -0.79142 6.22572 -0.0008 -0.0006 -0.0009
H -1.99997 -0.10434 5.21844 0.0188 0.0260 -0.0046
H -2.07143 1.97608 3.37889 0.0584 -0.0057 0.0637
H -1.27884 4.01915 4.48475 -0.0045 -0.0027 -0.0003
H 1.08924 4.21621 5.19124 0.0015 0.0023 -0.0011
H 2.65675 2.35155 4.76796 0.0016 0.0016 -0.0005
H 1.87421 0.30723 3.64220 -0.0010 0.0082 -0.0095
C -4.38961 3.59883 2.52185 0.0026 0.0132 0.0011
C -3.44094 4.35357 1.84496 -0.0009 -0.0038 0.0066
C -2.58752 3.74884 0.93238 -0.0294 -0.0164 -0.0065
C -2.67946 2.38049 0.69422 0.0016 -0.0011 0.0139
C -3.64705 1.63199 1.36375 -0.0372 0.0159 -0.0488
C -4.49815 2.23653 2.27512 -0.0252 -0.0140 -0.0351
P -1.60231 1.45844 -0.43947 0.0590 -0.0483 -0.0219
C -0.10259 2.47486 -0.66705 -0.0142 0.0145 0.0056
C 0.51445 2.97722 0.39490 0.0213 -0.0043 0.0365
C 1.82728 3.69783 0.33593 0.0265 -0.0284 0.0061
C 2.37428 3.84974 -1.04582 -0.0004 -0.0079 0.0048
C 1.76354 3.36087 -2.11013 -0.0089 0.0198 -0.0005
C 0.49229 2.56113 -2.05282 0.0184 -0.0029 -0.0076
C -2.44056 1.38406 -2.03030 0.0214 -0.0071 -0.0058
C -3.09046 2.41605 -2.65150 0.0033 0.0101 -0.0042
C -3.63512 2.21956 -3.93653 -0.0009 0.0014 0.0073
C -3.48695 1.01283 -4.56181 0.0097 -0.0002 -0.0071
C -2.81186 -0.06678 -3.94119 -0.0056 -0.0047 -0.0071
C -2.61139 -1.30851 -4.59096 0.0037 0.0010 0.0076
C -1.93826 -2.30255 -3.94408 -0.0070 -0.0005 -0.0013
C -1.45386 -2.12655 -2.62398 -0.0145 -0.0146 -0.0061
C -1.62671 -0.95451 -1.93345 0.0416 0.0088 0.0068
C -2.30523 0.10415 -2.62966 0.0262 0.0184 0.0032
H -5.04510 4.07334 3.24080 -0.0005 -0.0008 0.0011
H -3.36143 5.41711 2.03078 0.0018 0.0007 0.0006
H -1.84039 4.34080 0.42019 -0.0003 0.0042 0.0000
H -3.71616 0.56556 1.18455 -0.0044 0.0155 -0.0067
H -5.23276 1.63934 2.80016 0.0003 -0.0051 0.0051
H 0.08625 2.87941 1.38880 0.0034 -0.0204 0.0126
H 1.70941 4.68450 0.79011 -0.0051 0.0022 0.0064
H 3.30080 4.40357 -1.14305 0.0045 -0.0078 0.0041
H 2.17982 3.50004 -3.10139 -0.0012 -0.0026 0.0012
H -0.23718 3.01952 -2.73166 -0.0055 -0.0019 0.0007
H -3.18733 3.37978 -2.16309 0.0025 -0.0009 -0.0012
H -4.15271 3.03094 -4.43084 -0.0038 -0.0005 0.0011
H -3.88286 0.86667 -5.56013 -0.0021 -0.0004 0.0004
H -2.98858 -1.44813 -5.59695 -0.0013 -0.0014 0.0014
H -1.77147 -3.25196 -4.43876 -0.0005 0.0017 -0.0037
H -0.93292 -2.96056 -2.17021 0.0089 0.0052 0.0189
O 0.15317 1.76762 -4.91638 -0.0261 -0.0036 0.0086
S 0.61593 0.77905 -3.95619 0.0313 -0.0014 -0.0173
N 0.80568 1.20537 -2.52801 -0.0595 -0.0160 0.0256
Br 5.64939 -2.36157 3.15799 -0.0176 -0.0125 0.0063
C 5.26307 -0.52254 3.00453 -0.0084 0.0029 0.0036
C 5.90696 0.38700 3.83487 0.0005 0.0015 -0.0017
N 5.68677 1.69566 3.77711 -0.0001 -0.0035 0.0053
C 4.80528 2.13982 2.88533 -0.0003 0.0005 0.0043
C 4.11307 1.30008 2.02319 0.0145 0.0139 -0.0103
C 4.34822 -0.06814 2.07758 0.0091 -0.0079 -0.0044
C 3.10465 1.79148 1.04050 -0.1164 -0.0031 0.0478
O 2.80737 3.09238 1.22902 0.0152 0.0074 -0.0359
O 2.60437 1.08859 0.20664 0.0036 0.0327 -0.0360
H 6.62460 0.04019 4.56890 -0.0003 -0.0002 0.0019
H 4.63841 3.20908 2.85552 -0.0009 -0.0026 0.0024
H 3.81638 -0.73678 1.41226 0.0001 0.0034 0.0061
```
Forces are in eV/Å.

Properties
2S+1: 1
E_HOMO (eV): -7.1970
Total charge: 0
Orbital gap (eV): 6.98
Relative energy (zero: lowest compared OMol25 entry of this formula, charge and spin) (kJ/mol): 0.0



Entry 2:
C46H34CsF3N12O as an isolated structure, computed with the ωB97M-V functional and the def2-TZVPD basis.

Geometry as XYZ:
```
97
Properties=species:S:1:pos:R:3:forces:R:3
Cs -0.41010 -0.17240 -0.29040 0.3268 -0.4427 -0.1041
N -3.02920 3.22910 2.39960 -0.0332 -0.2554 0.2434
C -2.12680 2.32210 1.94960 -0.2431 0.1217 0.3338
N -1.43610 2.43450 0.88340 0.4627 0.0554 -0.0902
C -1.55150 3.58270 0.11840 0.5932 -0.3992 -0.5683
N -0.88720 3.76860 -0.96620 -1.2553 1.5352 -0.3115
N 0.02680 2.91150 -1.40140 1.1483 -1.4611 0.3193
C 0.09640 2.66240 -2.64770 -0.8975 0.7383 0.2330
C 1.07460 1.74520 -3.21380 0.5213 -0.3916 -0.5346
C 1.51930 1.93250 -4.52660 -0.1697 0.0235 0.2623
C 2.35060 0.98680 -5.09470 0.0535 -0.1757 0.1247
C 2.70390 -0.12120 -4.33910 -0.0204 0.1841 -0.0641
C 2.24320 -0.20120 -3.03190 0.3264 -0.2468 -0.2266
N 1.45830 0.70240 -2.47770 -0.1140 0.2714 0.0764
C -2.51860 4.60140 0.51820 -0.4502 0.1411 0.2863
C -2.75810 5.74460 -0.24080 -0.0657 0.0120 0.1142
C -3.74580 6.63500 0.12640 0.0883 0.0716 -0.1093
C -4.51430 6.39830 1.25860 0.0605 -0.1569 0.1143
C -4.28670 5.27550 2.03100 -0.0344 0.0379 0.0359
C -3.29200 4.37400 1.66680 0.2178 0.3620 -0.5473
H -3.55910 3.04290 3.23780 0.0895 -0.0602 -0.1434
H -1.98990 1.44400 2.56660 -0.1570 -0.1069 0.1126
H -0.62070 3.09140 -3.35760 0.0856 0.1848 0.1493
H 1.21210 2.80510 -5.08410 -0.0949 0.0537 -0.0293
H 2.70430 1.10180 -6.11100 -0.0126 -0.0060 0.0013
H 3.31520 -0.90480 -4.75730 0.0718 -0.0888 0.0233
H 2.51320 -1.03830 -2.40180 0.0216 -0.0862 0.0252
H -2.15870 5.90110 -1.12300 0.0390 -0.0037 -0.0893
H -3.92840 7.51500 -0.47080 -0.0076 0.0738 -0.0638
H -5.29460 7.09160 1.53420 -0.0612 0.0332 0.0593
H -4.88290 5.09020 2.91090 -0.0901 -0.0477 0.1465
C 0.56690 -2.49670 5.94810 -0.0036 0.0026 -0.1854
C -0.80030 -2.26350 5.98600 0.0902 0.0718 0.1872
C -1.50030 -2.01490 4.82510 -0.0825 0.0811 -0.5872
C -0.84300 -2.03760 3.58640 0.8756 0.0016 1.9447
C 0.53320 -2.31090 3.54880 -0.5733 0.1534 -0.2537
C 1.22630 -2.50780 4.72430 0.2082 -0.0471 0.1882
N -1.49600 -1.91020 2.39170 -2.6629 0.8142 -2.5043
N -2.53670 -1.17800 2.33650 2.6688 -0.6222 2.6566
C -3.29420 -1.21190 1.19400 -1.2947 -0.6927 -2.1827
C -3.88670 -2.40500 0.74810 0.4723 0.2984 0.5093
C -4.70740 -2.36700 -0.35860 -0.1476 0.2816 -0.2308
C -4.89950 -1.15490 -1.01020 0.0814 -0.2668 0.1969
C -4.28080 -0.03300 -0.48520 -0.2007 0.1092 -0.3302
N -3.52190 -0.03880 0.59620 0.3341 -0.2249 0.8219
H 1.10960 -2.68760 6.86350 0.0300 -0.0051 0.0133
H -1.32240 -2.27350 6.93030 -0.0567 -0.0007 0.1072
H -2.56540 -1.83680 4.83580 -0.0814 -0.0111 0.0417
H 1.03250 -2.34870 2.59010 -0.0200 -0.0271 -0.0545
H 2.29010 -2.69890 4.68170 0.0628 -0.0085 0.0095
H -3.71560 -3.31970 1.29640 0.0894 -0.0553 -0.0386
H -5.19250 -3.26760 -0.71140 0.1032 0.0062 -0.0421
H -5.50470 -1.08600 -1.89990 -0.0100 0.0273 -0.0523
H -4.39780 0.93730 -0.95050 -0.0743 0.0410 -0.1317
C 11.43810 -6.80940 6.61420 0.1776 0.1296 0.1695
O 10.56580 -7.26180 5.60650 -0.1776 -0.0413 -0.2708
C 9.64380 -6.40500 5.09810 -0.1325 0.0263 -0.1326
C 8.92490 -6.87670 3.99300 0.1508 -0.0168 0.2199
C 7.93490 -6.11050 3.43000 0.0188 0.1769 0.1107
C 7.63650 -4.84250 3.94320 0.5555 -0.2083 0.3550
C 8.37540 -4.36440 5.02150 -0.2470 -0.1494 -0.3678
C 9.37320 -5.13230 5.59360 0.3281 -0.2261 0.2454
C 6.57510 -4.08440 3.32490 -0.5041 0.1838 -0.3391
N 5.80850 -4.54600 2.36160 0.2669 -0.4171 0.0999
C 4.93370 -3.55250 2.06670 0.2173 1.0760 0.7705
C 5.17980 -2.44420 2.87700 -0.3619 -0.7970 -0.7303
N 6.22820 -2.80540 3.67450 0.1534 -0.1496 0.0917
C 4.44430 -1.24170 2.78220 -0.3600 0.3425 -0.1415
C 4.65070 -0.12120 3.59770 -0.2216 0.0793 -0.2032
C 3.89270 1.00430 3.38220 0.1483 -0.1326 0.0538
C 2.95460 0.98410 2.34290 0.0419 0.1963 0.1516
N 2.72700 -0.06140 1.58590 -0.3897 0.0397 -0.1861
C 3.43140 -1.17690 1.78660 0.5547 0.0593 0.5453
C 3.14520 -2.33170 0.95460 0.3350 -0.7264 -0.1222
N 2.16570 -2.22410 0.04820 -0.1452 0.2885 -0.0236
C 1.90610 -3.24640 -0.73230 -0.1080 -0.1949 -0.2019
C 2.58200 -4.47050 -0.66320 0.2773 -0.0743 0.2293
C 3.58440 -4.61220 0.26690 -0.1809 0.1577 -0.1341
C 3.89230 -3.52710 1.09660 -0.3488 0.3683 -0.2131
H 12.17300 -7.60080 6.75230 -0.0588 0.0642 0.0192
H 10.91940 -6.63250 7.56150 -0.0490 -0.0048 -0.0606
H 11.95080 -5.89390 6.30890 0.0269 0.0109 0.0106
H 9.17150 -7.85190 3.60070 -0.0121 -0.0835 -0.0096
H 7.36940 -6.46300 2.58160 -0.0205 -0.0628 -0.0489
H 8.17710 -3.38630 5.43750 0.0027 0.0637 0.0518
H 9.92700 -4.73270 6.42930 0.0373 -0.0265 0.0739
H 6.67710 -2.22930 4.36280 0.0442 -0.0476 0.0023
H 5.39700 -0.15240 4.37900 0.0551 0.0632 0.0868
H 4.02060 1.88570 3.99300 -0.0184 0.0695 -0.0149
H 2.36720 1.86360 2.11680 -0.0753 0.1378 0.0387
H 1.12550 -3.09550 -1.46510 -0.2595 -0.0479 -0.1283
H 2.31890 -5.27770 -1.32960 -0.0617 -0.0129 -0.0561
H 4.15080 -5.52360 0.37470 0.0434 -0.1347 -0.0159
F -2.61380 -1.69710 -3.29670 -0.5684 -0.1438 -0.5778
C -1.55110 -2.31100 -2.64740 1.2267 1.2637 1.5411
F -2.10490 -3.48920 -2.16380 -0.4433 -0.6428 -0.2416
F -0.73560 -2.74540 -3.69090 -0.1249 -0.3540 -0.5093
```
Forces are in eV/Å.

Properties
2S+1: 1
E_HOMO (eV): -5.6156
Total charge: 0
Orbital gap (eV): 4.94
Relative energy (zero: lowest compared OMol25 entry of this formula, charge and spin) (kJ/mol): 194.5



Entry 3:
C46H38Cl2N4O2P2RuS as an isolated structure, computed with the ωB97M-V functional and the def2-TZVPD basis.

Geometry as XYZ:
```
96
Properties=species:S:1:pos:R:3:forces:R:3
Ru -0.36493 0.79643 0.20699 3.3485 -1.9515 2.0890
C 2.71346 -0.74430 0.17296 -0.3232 0.5703 0.1970
P 2.14799 0.80973 -0.70087 0.4439 -1.1291 0.4467
C 2.88466 0.43815 -2.33576 -0.5528 0.1640 -0.1641
C 4.27536 0.41827 -2.43726 -0.0217 0.0302 0.0924
C 4.87494 0.14464 -3.65095 0.0581 -0.0275 0.0677
C 4.09487 -0.11166 -4.76922 -0.0644 0.0110 -0.0632
C 2.71455 -0.07558 -4.67544 0.1135 -0.0245 -0.1269
C 2.10937 0.19965 -3.46056 -0.2246 0.0601 0.1804
C 3.23202 2.19262 -0.25791 -0.6302 0.3138 0.0472
C 3.98508 2.30411 0.90196 -0.0966 -0.1859 -0.0593
C 4.75215 3.43820 1.11267 0.1487 0.0970 0.1372
C 4.74852 4.47178 0.19105 0.0209 0.0102 -0.0197
C 3.97421 4.37477 -0.95678 0.0181 0.1128 -0.0012
C 3.22070 3.24150 -1.17825 0.0463 -0.0672 0.0392
C 1.69386 -1.70468 -0.31161 0.7615 -0.8823 -0.1235
C 1.76654 -3.01140 -0.84690 0.3868 1.0598 0.7162
C 0.50596 -3.31212 -1.32673 -1.0359 0.9842 -0.0355
C -0.30993 -2.18089 -1.06392 0.2930 -0.6362 -0.5220
C -1.67042 -1.81406 -1.48872 -0.3111 0.6850 0.2822
P -1.45730 -0.20078 -2.46755 -0.6003 -0.8306 -0.6125
C -2.51691 1.14332 -1.78900 0.2563 -0.2473 0.3559
C -3.15860 1.17461 -0.55259 -0.1845 -0.2194 -0.2485
C -3.83180 2.32522 -0.15537 -0.1610 0.2444 -0.0367
C -3.90431 3.42396 -0.99351 -0.1066 -0.1820 0.3011
C -3.31684 3.37585 -2.24904 0.0136 -0.2101 -0.2824
C -2.60836 2.25612 -2.63430 -0.0259 0.1253 0.1312
C -2.60350 -0.70461 -3.80825 0.0507 0.1628 -0.0203
C -2.12489 -1.01921 -5.07100 0.0051 0.0939 0.1653
C -2.98790 -1.53275 -6.02475 -0.1069 -0.1108 -0.1461
C -4.32315 -1.73492 -5.71911 0.0469 -0.0329 -0.0742
C -4.80648 -1.40605 -4.46108 -0.1075 -0.0262 0.0683
C -3.95122 -0.89334 -3.50632 0.0810 0.0195 -0.1240
N 0.43423 -1.24081 -0.45859 -1.2122 1.6336 0.5554
H 2.63089 -0.60337 1.25546 0.2643 -0.0759 -0.0284
H 3.73375 -1.03408 -0.08922 -0.1412 0.2032 -0.0306
H 4.88395 0.63496 -1.56875 0.0697 -0.0083 -0.0151
H 5.95281 0.14350 -3.72425 0.0581 -0.0482 -0.0149
H 4.56693 -0.33243 -5.71385 0.0483 0.0024 -0.1089
H 2.10818 -0.24887 -5.55203 -0.0526 -0.0591 -0.0592
H 1.02929 0.23127 -3.37964 0.0549 -0.0385 -0.0118
H 3.98170 1.50633 1.62924 0.0338 -0.0695 0.0625
H 5.36377 3.51585 2.00137 0.0180 -0.0197 0.0294
H 5.36032 5.34581 0.35733 0.0242 0.0780 0.0340
H 3.96176 5.17742 -1.67816 0.0388 0.0840 -0.0682
H 2.63160 3.14470 -2.08238 0.0480 0.0758 -0.0618
H 2.63585 -3.63614 -0.88231 0.2708 -0.0595 -0.0091
H 0.19465 -4.20743 -1.82664 -0.1450 -0.2250 -0.0185
H -2.29479 -1.61122 -0.61113 -0.0438 -0.2313 -0.2245
H -2.13354 -2.57506 -2.12140 0.0431 0.2405 0.1076
H -3.22155 0.28209 0.05873 0.1428 0.1101 0.0027
H -4.33089 2.34641 0.80310 -0.0405 -0.0126 0.0474
H -4.44524 4.30436 -0.68351 -0.0851 0.0955 0.0420
H -3.43536 4.20513 -2.93114 0.0557 0.0925 -0.0597
H -2.13523 2.20989 -3.60720 0.0243 0.0652 -0.1035
H -1.07891 -0.87065 -5.30077 0.0892 -0.0083 -0.0429
H -2.61363 -1.78868 -7.00365 0.0299 -0.0246 -0.1235
H -4.98863 -2.16244 -6.45348 -0.0516 0.0109 -0.1009
H -5.84787 -1.56442 -4.21890 -0.0615 -0.0098 -0.0136
H -4.32161 -0.65007 -2.51830 -0.0582 0.0053 0.0182
C 1.37481 1.78943 5.31441 0.2184 -0.5887 0.3492
N 1.02759 2.81869 4.37791 -0.2091 0.1227 -1.0470
C 0.84730 4.14367 4.65216 -0.1568 0.7327 -0.3255
C 0.53290 4.76324 3.49697 0.0453 0.1294 0.5701
N 0.51265 3.80993 2.48568 0.2645 -0.6200 1.0073
C 0.84969 2.60387 3.05194 -0.1544 0.2936 -0.0786
S 1.13324 1.08238 2.41119 -0.7138 -1.1959 -1.4076
C 0.10422 4.07731 1.17467 -0.4153 0.1515 -1.0893
C -0.46318 5.31790 0.86529 0.2899 -0.2281 0.2193
C -0.79298 5.60284 -0.44476 0.1488 -0.4559 -0.1821
C -0.57167 4.63459 -1.41627 0.1417 0.2538 0.1638
C -0.04709 3.42285 -1.01960 0.1250 0.3072 -0.3294
N 0.28034 3.13690 0.24277 -0.6502 -0.0590 0.2116
H 1.29595 2.17957 6.32495 -0.0314 0.0534 -0.0227
H 2.39371 1.44741 5.13393 0.0014 -0.0135 0.0561
H 0.70357 0.93958 5.18535 0.0192 0.0489 0.0563
H 0.95761 4.54068 5.64099 0.0463 0.0827 0.1216
H 0.36804 5.80488 3.32239 -0.0734 0.0847 -0.0175
H -0.64483 6.05211 1.63026 -0.0023 0.0646 0.0482
H -1.20896 6.56358 -0.70608 -0.0674 0.0696 0.0183
H -0.79581 4.81233 -2.45327 -0.0510 0.0160 -0.1221
H 0.15817 2.63601 -1.74820 -0.1439 0.2140 0.1300
Cl -6.36725 -1.16715 4.79049 -0.2101 0.0016 0.1646
C -4.96318 -1.02839 3.79828 0.3039 0.4753 -0.0434
C -4.57060 -2.13117 3.02249 0.2005 0.1739 -0.0762
C -3.46066 -2.05013 2.23169 0.0741 0.1706 0.0610
Cl -3.01565 -3.40236 1.25649 0.0894 -0.1468 0.0329
C -2.64366 -0.86070 2.14497 -0.8301 0.1838 0.4708
O -1.61550 -0.84743 1.42362 0.8830 0.5496 -0.8787
C -3.12745 0.26455 2.90798 0.3975 -0.5027 -0.5144
C -2.51759 1.54495 2.77912 -0.3819 -0.0528 0.3495
O -1.68017 1.91558 1.95600 0.3043 0.2714 -0.5119
C -4.25727 0.14473 3.73728 -0.3692 -0.3736 0.1041
H -5.15705 -3.03702 3.03722 -0.0221 -0.0796 0.0299
H -2.88243 2.29798 3.50659 0.0155 -0.0210 -0.1139
H -4.59230 1.00544 4.29574 -0.0484 0.0992 0.1344
```
Forces are in eV/Å.

Properties
2S+1: 2
E_HOMO (spin up / spin down) (eV): -8.8487 / -9.4480
Total charge: +1
Orbital gap (spin up / spin down) (eV): 3.99 / 5.92
Relative energy (zero: lowest compared OMol25 entry of this formula, charge and spin) (kJ/mol): 0.0